C6H7N as an isolated structure. Source: OMol25; level of theory: ωB97M-V with the def2-TZVPD basis set.

Each line ends with the natural charge from an NBO analysis.
Positions of all 14 atoms, in Å:
C1 1.440 1.911 -0.514  -0.626
C2 0.541 0.624 -0.137  -0.004
C3 0.810 -0.237 0.828  -0.229
C4 -0.131 -1.369 1.088  0.060
C5 -1.440 -0.529 -0.592  0.068
C6 -0.588 0.519 -0.952  -0.238
H1 2.575 1.523 -0.408  0.216
H2 1.725 2.557 0.305  0.230
H3 1.224 2.619 -1.058  0.199
H4 2.079 -0.299 1.368  0.205
H5 0.339 -1.898 1.792  0.191
H6 -2.289 -0.442 -0.957  0.158
H7 -0.872 0.756 -1.768  0.192
N1 -1.225 -1.475 0.344  -0.421

Gap between HOMO and LUMO ... 0.373 hartree
HOMO level ... -9.227 eV
ΔE to the lowest compared entry with this formula, charge and spin ... 571.3 kJ/mol

***

C8H9NS in the gas phase. Source: OMol25; level of theory: ωB97M-V with the def2-TZVPD basis set.

Each line ends with the natural charge from an NBO analysis.
Positions of all 19 atoms, in Å:
C1 -2.315 1.501 0.153  -0.268
C2 -2.781 0.786 1.187  -0.330
C3 -1.042 1.097 -0.321  0.064
C4 -0.562 -0.133 0.331  -0.184
C5 0.968 1.821 -1.295  0.031
C6 0.664 -0.679 0.112  -0.006
C7 1.225 -1.619 1.177  -0.634
C8 1.537 -0.741 -1.194  -0.639
N1 -0.212 1.700 -1.066  -0.298
S1 -1.611 -0.432 1.757  0.293
H1 -2.970 2.041 -0.482  0.228
H2 -3.777 0.949 1.694  0.246
H3 1.409 1.624 -2.206  0.171
H4 1.923 -1.143 1.787  0.223
H5 1.743 -2.497 0.800  0.210
H6 0.340 -2.038 1.808  0.212
H7 1.011 -1.066 -2.115  0.230
H8 2.427 -1.425 -0.866  0.224
H9 2.021 0.256 -1.263  0.229

Gap between HOMO and LUMO (alpha / beta) ... 0.270 / 0.270 hartree
HOMO level (alpha / beta) ... -7.063 / -7.062 eV
ΔE to the lowest compared entry with this formula, charge and spin ... 292.9 kJ/mol

***

A 2-piece molecular cluster, C4H12 overall. Source: OMol25; level of theory: ωB97M-V with the def2-TZVPD basis set.

Each line ends with the Mulliken spin population.
Positions of all 16 atoms, in Å:
C1 2.105 -0.211 0.227  1.395
C2 1.330 -0.597 1.553  0.839
H1 1.496 0.395 -0.496  -0.209
H2 2.185 -1.150 -0.329  -0.439
H3 3.130 0.239 0.605  -0.325
H4 1.962 -0.824 2.408  -0.281
H5 0.893 -1.609 1.481  -0.302
H6 0.466 0.047 1.720  -0.040
C3 -1.577 0.816 -0.271  0.342
C4 -1.853 0.005 -1.541  1.288
H7 -2.364 1.596 -0.144  -0.472
H8 -0.601 1.432 -0.143  0.043
H9 -1.525 0.229 0.628  0.204
H10 -0.952 0.040 -2.112  -0.506
H11 -2.170 -1.035 -1.327  -0.762
H12 -2.552 0.565 -2.103  0.224

2S+1 ... 2
Charge ... -1
Gap between HOMO and LUMO (alpha / beta) ... 0.104 / 0.447 hartree
HOMO level (alpha / beta) ... 1.617 / -7.514 eV
ΔE to the lowest compared entry with this formula, charge and spin ... 106.2 kJ/mol

***

C17H14N2O3 in the gas phase. Source: OMol25; level of theory: ωB97M-V with the def2-TZVPD basis set.

Each line ends with the natural charge from an NBO analysis.
Positions of all 36 atoms, in Å:
N1 0.756 2.040 2.850  -0.559
C1 0.067 1.956 1.806  0.232
C2 0.525 2.378 0.431  -0.366
C3 1.726 1.606 -0.063  0.072
C4 2.970 2.215 0.085  -0.198
C5 4.131 1.631 -0.382  -0.208
C6 4.071 0.411 -1.033  -0.205
C7 2.853 -0.222 -1.168  -0.211
C8 1.684 0.349 -0.670  0.111
N2 0.489 -0.398 -0.819  -0.632
C9 -0.239 -0.862 0.241  0.666
O1 -0.020 -0.506 1.383  -0.612
C10 -1.352 -1.783 -0.112  -0.093
C11 -1.294 -2.678 -1.177  -0.206
C12 -2.366 -3.512 -1.441  -0.218
C13 -3.503 -3.456 -0.651  -0.190
C14 -3.560 -2.578 0.418  -0.208
C15 -2.487 -1.752 0.695  -0.169
H1 -2.516 -1.068 1.529  0.250
H2 -4.441 -2.539 1.042  0.220
H3 -4.339 -4.106 -0.866  0.216
H4 -2.313 -4.209 -2.264  0.216
H5 -0.405 -2.762 -1.788  0.199
H6 0.384 -0.884 -1.698  0.404
H7 2.794 -1.186 -1.654  0.209
H8 4.966 -0.051 -1.422  0.217
H9 5.078 2.131 -0.248  0.218
H10 3.021 3.173 0.579  0.216
H11 0.829 3.426 0.496  0.246
C16 -0.763 2.263 -0.407  -0.061
H12 -0.641 1.650 -1.301  0.203
H13 -1.124 3.252 -0.710  0.191
O2 -1.772 1.670 0.401  -0.489
C17 -1.375 1.528 1.678  0.736
O3 -2.099 1.158 2.558  -0.560
H14 0.267 1.718 3.684  0.361

Gap between HOMO and LUMO ... 0.346 hartree
HOMO level ... -9.086 eV
SMILES string ... [H]/N=C1\C(=O)OC[C@@H]1c1ccccc1NC(=O)c1ccccc1
ΔE to the lowest compared entry with this formula, charge and spin ... 159.3 kJ/mol

***

Number 1: strongest force on any atom 0.267 hartree/bohr. Number 2: strongest force on any atom 0.068 hartree/bohr. Number 3: strongest force on any atom 0.049 hartree/bohr. Number 4: strongest force on any atom 0.017 hartree/bohr.